1.
{
  "formula": "C69H55IInN6P3Se2",
  "method": "ωB97M-V/def2-TZVPD",
  "orbital_gap_ev": 6.80,
  "homo_ev": -7.348,
  "spin_multiplicity": 1,
  "relative_energy_kcal_mol": 10.5,
  "lumo_ev": -0.54,
  "elements": ["In", "C", "C", "C", "C", "C", "C", "C", "P", "C", "C", "C", "C", "C", "C", "C", "C", "C", "C", "C", "C", "C", "C", "H", "H", "H", "H", "H", "H", "H", "H", "H", "H", "H", "H", "H", "H", "H", "H", "H", "H", "H", "H", "I", "C", "C", "C", "C", "C", "C", "C", "C", "C", "C", "H", "H", "H", "H", "H", "H", "Se", "P", "C", "C", "C", "C", "C", "C", "C", "C", "C", "C", "C", "C", "C", "C", "N", "N", "N", "P", "Se", "C", "C", "C", "C", "C", "C", "C", "C", "C", "C", "C", "C", "H", "H", "H", "H", "H", "H", "H", "H", "H", "H", "H", "H", "H", "H", "H", "H", "H", "H", "H", "H", "N", "C", "C", "C", "C", "C", "C", "N", "C", "C", "C", "C", "N", "C", "C", "H", "H", "H", "H", "H", "H", "H", "H", "H"],
  "coordinates": [[2.1805, -1.2271, 0.0348], [-1.6335, -4.5575, 4.4334], [-1.4950, -3.0560, 4.6008], [-2.2365, -2.5025, 5.6502], [-2.1722, -1.1613, 5.9844], [-1.3312, -0.3220, 5.2687], [-0.6044, -0.8391, 4.2105], [-0.6795, -2.1935, 3.8435], [0.3724, -2.5244, 2.3579], [-0.3061, -4.0151, 1.5084], [0.5281, -5.1068, 1.2471], [0.0727, -6.2161, 0.5434], [-1.2348, -6.2445, 0.0858], [-2.0565, -5.1454, 0.2959], [-1.6115, -4.0154, 0.9786], [-2.5491, -2.8444, 1.1394], [1.9013, -3.2084, 3.1202], [1.8098, -4.2168, 4.0850], [2.9344, -4.8478, 4.5884], [4.1844, -4.4776, 4.1116], [4.2914, -3.4531, 3.1860], [3.1689, -2.7698, 2.6954], [3.4068, -1.5774, 1.8062], [-1.4476, -5.0451, 5.3927], [-0.9574, -4.9850, 3.7070], [-2.6509, -4.8203, 4.1344], [-2.8708, -3.1649, 6.2324], [-2.7644, -0.7785, 6.8090], [-1.2430, 0.7293, 5.5199], [0.0413, -0.1746, 3.6469], [1.5364, -5.1081, 1.6476], [0.7346, -7.0582, 0.3715], [-1.6157, -7.1136, -0.4402], [-3.0744, -5.1574, -0.0863], [-3.3136, -2.8607, 0.3602], [-2.0182, -1.8908, 1.0816], [-3.0555, -2.8642, 2.1071], [0.8369, -4.5234, 4.4461], [2.8339, -5.6227, 5.3403], [5.0779, -4.9750, 4.4741], [5.2727, -3.1469, 2.8416], [4.4259, -1.5966, 1.4236], [3.2542, -0.6545, 2.3669], [3.6234, -3.9182, -0.9381], [4.4970, -2.7507, -2.4548], [5.2136, -3.4578, -3.3746], [5.9651, -2.7721, -4.3520], [6.0078, -1.4119, -4.3268], [5.2735, -0.6704, -3.3673], [5.4028, 0.7377, -3.3273], [4.7148, 1.4647, -2.4073], [3.8007, 0.8188, -1.5429], [3.6126, -0.5451, -1.5322], [4.4280, -1.3262, -2.4162], [5.2306, -4.5404, -3.3465], [6.5243, -3.3357, -5.0892], [6.6210, -0.8687, -5.0388], [6.0745, 1.2176, -4.0315], [4.8457, 2.5406, -2.3476], [3.2216, 1.4456, -0.8779], [1.8620, 4.5830, 4.0558], [0.8605, 4.5438, 2.2116], [1.6339, 5.7945, 1.1620], [2.8760, 5.4908, 0.6065], [3.6514, 6.4958, 0.0538], [3.1939, 7.8086, 0.0585], [1.9537, 8.1124, 0.6016], [1.1721, 7.1071, 1.1588], [-0.9118, 4.9464, 2.3606], [-1.4935, 4.9149, 3.6247], [-2.8397, 5.2227, 3.7818], [-3.6076, 5.5812, 2.6821], [-3.0330, 5.6174, 1.4183], [-1.6927, 5.2922, 1.2586], [0.9534, 2.9117, 1.3685], [0.9509, 2.2449, 0.1273], [1.0587, 0.9035, 0.4123], [1.1395, 0.7838, 1.7404], [1.0834, 1.9435, 2.3183], [0.4537, 2.6218, -1.5951], [0.8467, 1.0733, -2.9619], [1.1461, 4.1693, -2.2375], [0.5339, 5.4086, -2.0671], [1.0507, 6.5356, -2.6888], [2.2023, 6.4378, -3.4562], [2.8257, 5.2088, -3.6191], [2.2878, 4.0739, -3.0307], [-1.3383, 2.8823, -1.4432], [-2.0325, 3.6075, -2.4103], [-3.4184, 3.6793, -2.3629], [-4.1176, 3.0143, -1.3632], [-3.4308, 2.2788, -0.4061], [-2.0443, 2.2145, -0.4426], [3.2402, 4.4699, 0.6322], [4.6196, 6.2593, -0.3711], [3.8087, 8.5975, -0.3603], [1.5988, 9.1365, 0.6092], [0.2182, 7.3455, 1.6123], [-0.8770, 4.6552, 4.4769], [-3.2856, 5.1949, 4.7694], [-4.6539, 5.8361, 2.8081], [-3.6249, 5.8917, 0.5526], [-1.2618, 5.3081, 0.2686], [-0.3741, 5.4960, -1.4927], [0.5560, 7.4894, -2.5619], [2.6059, 7.3207, -3.9373], [3.7176, 5.1267, -4.2287], [2.7252, 3.0986, -3.2084], [-1.4894, 4.1020, -3.2069], [-3.9540, 4.2440, -3.1171], [-5.1996, 3.0744, -1.3271], [-3.9716, 1.7623, 0.3779], [-1.5140, 1.6492, 0.3171], [-3.4853, -4.4835, -3.4268], [-4.8288, -4.6310, -3.7015], [-5.5632, -5.6479, -4.3091], [-6.9242, -5.4435, -4.4216], [-7.5323, -4.2667, -3.9456], [-6.7952, -3.2668, -3.3436], [-5.4180, -3.4560, -3.2183], [-4.4547, -2.6275, -2.6652], [-3.3315, -3.2683, -2.8075], [-2.0339, -2.7787, -2.3287], [-0.8362, -3.4219, -2.6284], [0.3332, -2.9765, -2.0526], [0.3691, -1.9299, -1.2198], [-0.7811, -1.2817, -0.9696], [-1.9889, -1.6664, -1.5094], [-2.7639, -5.1579, -3.6062], [-5.0930, -6.5536, -4.6760], [-7.5387, -6.2052, -4.8879], [-8.6031, -4.1475, -4.0575], [-7.2620, -2.3595, -2.9767], [-0.7882, -4.2701, -3.3006], [1.2716, -3.4605, -2.2777], [-0.7168, -0.4374, -0.3015], [-2.8949, -1.1191, -1.2789]],
  "forces_ev_per_angstrom": [[0.4, 0.7, -0.6], [-0.1, 0.2, -0.1], [0.1, 0.0, 0.0], [0.0, 0.0, 0.0], [0.0, 0.0, 0.0], [0.0, 0.0, 0.0], [0.0, 0.0, -0.1], [-0.1, 0.1, -0.1], [-0.1, -0.3, 0.2], [0.0, 0.0, 0.0], [-0.1, -0.1, 0.1], [0.1, 0.1, 0.0], [0.0, 0.0, -0.1], [0.0, 0.0, 0.0], [0.0, 0.1, 0.0], [-0.1, -0.1, 0.3], [0.1, 0.1, 0.0], [0.1, 0.0, 0.0], [-0.1, 0.0, 0.0], [0.0, 0.0, -0.1], [0.0, 0.0, 0.0], [0.1, 0.1, 0.0], [-0.6, -0.3, 0.1], [0.0, 0.0, 0.0], [0.0, 0.0, -0.2], [0.0, 0.0, 0.0], [0.0, 0.0, 0.0], [0.0, 0.0, -0.1], [0.0, -0.1, 0.0], [0.0, 0.0, 0.0], [-0.1, 0.0, -0.1], [0.0, 0.1, 0.0], [0.0, 0.0, 0.0], [0.1, 0.0, 0.0], [0.0, 0.0, 0.1], [-0.1, -0.1, 0.1], [0.0, 0.0, 0.1], [0.1, 0.0, 0.0], [0.0, 0.0, -0.1], [-0.1, 0.0, 0.0], [0.0, 0.0, 0.0], [0.0, 0.0, 0.0], [0.0, 0.0, 0.1], [0.0, -0.1, 0.1], [-0.1, 0.0, 0.1], [0.1, 0.0, -0.1], [0.0, -0.1, 0.0], [0.0, 0.0, 0.0], [-0.1, 0.0, 0.0], [0.0, 0.0, 0.0], [-0.1, 0.0, 0.1], [0.3, -0.1, -0.1], [0.2, -0.1, 0.2], [0.0, 0.2, -0.1], [0.0, 0.1, 0.0], [0.0, 0.0, 0.0], [-0.1, 0.0, 0.0], [0.0, 0.0, 0.0], [0.0, -0.1, 0.0], [0.0, 0.0, 0.0], [0.0, -0.1, 0.0], [0.0, 0.0, -0.2], [0.0, 0.0, -0.1], [-0.1, 0.0, -0.1], [0.0, 0.0, -0.1], [0.0, 0.0, 0.0], [-0.1, 0.0, 0.0], [0.1, 0.0, -0.1], [0.0, 0.0, 0.0], [-0.1, 0.0, 0.0], [0.0, 0.0, 0.0], [0.0, 0.0, 0.0], [0.1, -0.1, 0.0], [-0.1, -0.1, 0.1], [0.1, -0.5, 0.2], [-0.2, -0.1, -0.2], [0.3, 0.4, 0.4], [0.0, 0.2, -0.2], [-0.1, 0.0, -0.2], [-0.2, -0.1, 0.1], [-0.3, -0.1, -0.1], [0.1, 0.1, 0.1], [0.1, 0.0, -0.1], [0.1, 0.0, 0.1], [0.0, 0.0, 0.0], [0.0, 0.0, 0.0], [0.1, 0.1, 0.1], [0.0, 0.0, 0.1], [-0.1, -0.1, 0.0], [0.1, 0.0, 0.0], [0.0, 0.0, 0.0], [0.0, 0.0, 0.0], [0.0, 0.1, 0.0], [0.0, 0.0, 0.0], [0.0, 0.0, 0.0], [0.0, 0.0, 0.0], [0.0, 0.0, 0.0], [0.0, 0.0, 0.0], [0.0, 0.0, 0.0], [0.0, 0.0, -0.1], [0.1, 0.0, 0.0], [0.0, 0.0, 0.0], [0.1, 0.0, 0.0], [0.0, 0.0, 0.1], [0.0, 0.0, 0.0], [0.0, 0.0, 0.0], [0.0, 0.0, 0.0], [0.0, 0.1, 0.0], [-0.1, 0.0, 0.0], [0.0, 0.0, 0.0], [0.1, 0.0, 0.0], [0.0, 0.0, 0.0], [0.0, 0.1, 0.0], [0.0, -0.1, 0.0], [0.1, 0.0, 0.0], [0.0, 0.0, 0.0], [0.0, 0.0, 0.0], [0.0, 0.0, 0.0], [-0.1, 0.0, 0.0], [0.0, 0.1, 0.0], [-0.2, 0.0, 0.0], [0.1, -0.1, -0.1], [0.0, -0.2, -0.1], [0.0, 0.0, 0.0], [0.0, 0.3, -0.1], [-0.4, -0.1, 0.6], [0.3, -0.2, -0.3], [0.0, 0.3, -0.1], [0.0, 0.0, 0.0], [0.0, 0.1, 0.0], [0.0, 0.1, 0.0], [0.1, 0.0, 0.0], [0.1, -0.1, 0.0], [0.0, 0.0, 0.1], [0.0, 0.0, 0.1], [0.1, 0.1, 0.0], [0.1, -0.1, 0.0]],
  "lowdin_charge": [0.66, -0.06, -0.26, -0.06, -0.08, -0.08, -0.10, -0.30, 1.12, -0.33, -0.11, -0.08, -0.09, -0.06, -0.27, -0.05, -0.32, -0.09, -0.08, -0.08, -0.05, -0.33, -0.25, 0.09, 0.05, 0.09, 0.11, 0.10, 0.11, 0.06, 0.09, 0.10, 0.10, 0.11, 0.07, 0.06, 0.09, 0.08, 0.10, 0.10, 0.11, 0.04, 0.05, 1.13, -0.58, -0.17, -0.08, -0.04, -0.16, -0.04, -0.09, -0.19, -0.22, -0.23, 0.08, 0.10, 0.11, 0.11, 0.10, 0.06, 0.30, 0.52, -0.38, -0.10, -0.07, -0.08, -0.08, -0.09, -0.34, -0.10, -0.07, -0.08, -0.08, -0.09, -0.37, -0.39, -0.09, -0.09, -0.02, 0.59, 0.44, -0.34, -0.10, -0.07, -0.08, -0.07, -0.11, -0.35, -0.09, -0.07, -0.08, -0.07, -0.09, 0.11, 0.11, 0.10, 0.10, 0.11, 0.05, 0.10, 0.10, 0.10, 0.08, 0.08, 0.11, 0.11, 0.11, 0.04, 0.11, 0.11, 0.10, 0.11, 0.10, 0.17, -0.19, -0.02, -0.09, -0.09, -0.01, -0.22, 0.19, -0.28, -0.12, 0.02, -0.13, 0.00, -0.17, -0.01, 0.15, 0.11, 0.10, 0.10, 0.11, 0.12, 0.03, 0.08, 0.13]
}

2.
{
  "formula": "CH6N3O2P",
  "method": "ωB97M-V/def2-TZVPD",
  "orbital_gap_ev": 10.73,
  "homo_ev": -10.040,
  "spin_multiplicity": 1,
  "relative_energy_kcal_mol": 4.0,
  "smiles": "[H]/N=C/OP(N)(N)=O",
  "lumo_ev": 0.69,
  "elements": ["H", "N", "C", "O", "P", "N", "N", "O", "H", "H", "H", "H", "H"],
  "coordinates": [[3.5236, -1.5917, -0.0259], [2.7929, -0.9072, -0.0813], [1.5896, -1.1959, -0.1467], [0.6930, -0.1990, -0.0969], [-0.9470, -0.2579, 0.1497], [-1.5133, -0.0158, -1.3901], [-1.2405, 1.1960, 0.8597], [-1.4632, -1.5553, 0.6521], [1.2633, -2.3003, 0.0506], [-1.0650, 0.4916, -2.1922], [-2.1823, -0.7765, -1.8069], [-0.8587, 1.3720, 1.7362], [-0.7880, 1.7760, 0.1826]],
  "forces_ev_per_angstrom": [[-0.4, -0.8, -0.1], [0.9, 1.9, -0.5], [0.2, -3.4, 1.9], [-1.1, 0.5, 0.2], [0.0, -2.6, -1.7], [-1.5, -1.2, -2.9], [-0.6, -0.9, -1.4], [0.6, 1.5, 0.4], [-0.3, 2.0, -0.8], [-0.4, -0.7, 1.7], [1.9, 2.0, 1.6], [0.8, 0.2, 1.9], [0.0, 1.3, -0.2]],
  "lowdin_charge": [0.05, 0.11, -0.38, -0.18, 0.38, -0.09, -0.02, -0.30, 0.16, 0.08, 0.12, 0.04, 0.05]
}

3.
{
  "formula": "C21H27N3PbS2",
  "method": "ωB97M-V/def2-TZVPD",
  "charge": 2,
  "orbital_gap_ev": [6.29, 6.10],
  "homo_ev": [-14.789, -14.651],
  "spin_multiplicity": 1,
  "relative_energy_kcal_mol": 4.8,
  "lumo_ev": [-8.50, -8.55],
  "elements": ["Pb", "C", "N", "C", "C", "N", "C", "C", "C", "C", "C", "C", "C", "S", "C", "C", "C", "C", "C", "C", "S", "H", "H", "H", "H", "H", "H", "H", "H", "H", "H", "H", "H", "H", "H", "H", "H", "H", "H", "C", "C", "C", "C", "C", "N", "H", "H", "H", "H", "H", "H", "H", "H", "H"],
  "coordinates": [[1.2088, -0.6210, 0.2716], [-0.5591, -2.1427, -1.9346], [0.0258, -0.7712, -1.9685], [-1.0585, 0.2161, -1.8053], [-0.5357, 1.6129, -1.5293], [0.1501, 1.7181, -0.2176], [-0.8268, 1.7322, 0.9063], [0.9570, 2.9254, -0.1428], [0.4259, 4.1317, -0.5371], [1.1606, 5.3160, -0.4262], [2.4506, 5.3060, 0.0940], [2.9978, 4.1136, 0.4997], [2.2796, 2.8898, 0.3898], [3.0749, 1.4931, 0.9129], [0.8505, -0.6072, -3.1430], [0.4061, 0.0443, -4.2711], [1.2022, 0.1044, -5.4195], [2.4499, -0.5087, -5.4625], [2.9125, -1.1633, -4.3458], [2.1551, -1.1990, -3.1471], [2.8626, -1.9296, -1.7908], [-1.3112, -2.2525, -2.7188], [-1.0318, -2.3101, -0.9646], [0.2207, -2.8837, -2.0832], [-1.6793, -0.1397, -0.9801], [-1.7254, 0.2350, -2.6711], [-1.3766, 2.3099, -1.5866], [0.1823, 1.9018, -2.2974], [-1.5243, 2.5672, 0.8052], [-0.2868, 1.8380, 1.8468], [-1.3906, 0.8003, 0.9387], [-0.5811, 4.1853, -0.9285], [0.7089, 6.2478, -0.7398], [3.0136, 6.2243, 0.1825], [3.9983, 4.0725, 0.9096], [-0.5734, 0.4989, -4.3087], [0.8242, 0.6198, -6.2925], [3.0463, -0.4747, -6.3631], [3.8801, -1.6477, -4.3449], [-2.3188, -4.2342, 3.6442], [-1.8474, -2.8706, 4.1681], [-0.8207, -3.0461, 5.2949], [-3.0393, -2.0289, 4.6434], [-1.1929, -2.1532, 3.0535], [-0.6835, -1.5951, 2.1858], [-2.7966, -4.7687, 4.4651], [-1.4831, -4.8362, 3.2885], [-3.0474, -4.1241, 2.8414], [-1.3037, -3.5752, 6.1163], [-0.4697, -2.0850, 5.6695], [0.0352, -3.6358, 4.9680], [-3.5212, -2.5551, 5.4673], [-3.7750, -1.8931, 3.8512], [-2.7196, -1.0523, 5.0061]],
  "forces_ev_per_angstrom": [[0.2, -0.1, 0.2], [0.0, 0.0, 0.0], [-0.1, 0.0, -0.1], [0.0, 0.0, 0.0], [0.0, 0.0, 0.0], [0.0, -0.1, 0.0], [0.0, 0.0, 0.0], [0.0, -0.1, 0.0], [0.0, 0.0, 0.0], [0.0, 0.0, 0.0], [0.0, 0.0, 0.0], [0.1, -0.1, 0.0], [-0.1, 0.2, 0.0], [0.0, -0.2, -0.1], [0.0, 0.0, 0.1], [0.0, 0.0, -0.1], [0.0, 0.0, 0.0], [0.0, 0.0, 0.0], [0.0, 0.0, 0.0], [-0.1, 0.0, -0.1], [0.0, 0.2, 0.1], [0.0, 0.0, 0.0], [0.0, 0.0, 0.0], [0.0, 0.0, 0.0], [0.0, 0.0, 0.0], [0.0, 0.0, 0.0], [0.0, 0.0, 0.0], [0.0, 0.0, 0.0], [0.0, 0.0, 0.0], [0.0, 0.0, 0.0], [0.0, 0.0, 0.0], [0.0, 0.0, 0.0], [0.0, 0.0, 0.0], [0.0, 0.0, 0.0], [0.0, 0.0, 0.0], [0.0, 0.0, 0.0], [0.0, 0.0, 0.0], [0.0, 0.0, 0.0], [0.0, 0.0, 0.0], [0.0, 0.0, 0.0], [0.1, 0.1, -0.1], [0.0, 0.0, 0.0], [0.0, 0.0, 0.0], [0.0, -0.1, 0.1], [-0.1, 0.0, -0.1], [0.0, 0.0, 0.0], [0.0, 0.0, 0.0], [0.0, 0.0, 0.0], [0.0, 0.0, 0.0], [0.0, 0.0, 0.0], [0.0, 0.0, 0.0], [0.0, 0.0, 0.0], [0.0, 0.0, 0.0], [0.0, 0.0, 0.0]],
  "lowdin_charge": [1.23, -0.06, -0.31, -0.18, -0.16, -0.27, -0.06, -0.27, 0.01, 0.01, -0.03, -0.07, -0.61, 0.75, -0.26, 0.00, 0.00, -0.03, -0.07, -0.62, 0.76, 0.12, 0.08, 0.08, 0.12, 0.13, 0.14, 0.14, 0.11, 0.11, 0.06, 0.13, 0.13, 0.13, 0.12, 0.12, 0.13, 0.13, 0.12, -0.03, -0.59, -0.03, -0.03, -0.14, 0.08, 0.10, 0.09, 0.09, 0.10, 0.09, 0.09, 0.10, 0.09, 0.09]
}